Entry 1:
{
  "formula": "C4H11N2O",
  "method": "ωB97M-V with the def2-TZVPD basis set",
  "s_squared": 0.751,
  "e_above_lowest_kcal_mol": 28.8,
  "spin_multiplicity": 2,
  "e_tot_ev": -9351.26684,
  "homo_lumo_gap_ev": [4.22, 11.00],
  "elements": ["O", "C", "N", "C", "N", "C", "C", "H", "H", "H", "H", "H", "H", "H", "H", "H", "H", "H"],
  "coordinates": [[-1.110, -1.669, 1.771], [0.008, -1.408, 1.364], [1.126, -1.675, 2.073], [0.226, -0.851, -0.007], [-0.983, -0.102, -0.396], [-0.862, 1.349, -0.713], [0.471, 1.762, -1.296], [2.067, -1.562, 1.726], [0.991, -2.140, 2.957], [1.173, -0.311, -0.055], [0.285, -1.657, -0.789], [-1.628, -0.251, 0.379], [-1.429, -0.572, -1.272], [-1.101, 1.911, 0.182], [-1.645, 1.495, -1.471], [1.251, 2.005, -0.571], [0.278, 2.651, -1.899], [0.883, 1.025, -1.983]]
}



Entry 2:
{
  "formula": "C10H14O",
  "method": "ωB97M-V with the def2-TZVPD basis set",
  "e_above_lowest_kcal_mol": 82.9,
  "spin_multiplicity": 1,
  "smiles": "CC1=CC=CC=C(C(C)C)O1",
  "e_tot_ev": -12641.12663,
  "homo_lumo_gap_ev": 8.84,
  "elements": ["C", "C", "C", "C", "C", "C", "C", "C", "C", "C", "O", "H", "H", "H", "H", "H", "H", "H", "H", "H", "H", "H", "H", "H", "H"],
  "coordinates": [[1.947, -2.306, -0.313], [1.756, -0.887, 0.122], [2.663, 0.031, -0.186], [2.600, 1.447, 0.025], [1.431, 2.071, 0.227], [0.120, 1.495, -0.025], [-0.317, 0.293, 0.365], [-1.700, -0.268, 0.049], [-2.604, -0.159, 1.310], [-2.467, 0.273, -1.121], [0.588, -0.623, 0.928], [1.879, -2.877, 0.591], [2.922, -2.486, -0.585], [1.336, -2.508, -1.073], [3.576, -0.485, -0.739], [3.487, 1.933, 0.075], [1.582, 3.178, 0.326], [-0.613, 2.218, -0.512], [-1.373, -1.343, 0.060], [-2.208, -0.361, 2.265], [-3.406, -0.780, 1.239], [-2.961, 0.779, 1.513], [-2.004, 0.140, -2.004], [-2.756, 1.359, -1.247], [-3.477, -0.133, -1.288]]
}



Entry 3:
{
  "formula": "C5H7N3",
  "method": "ωB97M-V with the def2-TZVPD basis set",
  "e_above_lowest_kcal_mol": 46.1,
  "spin_multiplicity": 1,
  "smiles": "[H]/N=C/Cc1cnc[nH]1",
  "e_tot_ev": -9767.38988,
  "homo_lumo_gap_ev": 9.79,
  "elements": ["H", "N", "C", "C", "C", "C", "N", "C", "N", "H", "H", "H", "H", "H", "H"],
  "coordinates": [[-3.108, -1.192, -0.602], [-2.591, -0.698, 0.107], [-1.706, 0.025, -0.444], [-0.889, 0.906, 0.508], [0.524, 0.429, 0.407], [1.598, 1.072, -0.029], [2.551, 0.150, -0.403], [2.088, -0.949, -0.048], [0.858, -0.871, 0.533], [-1.469, -0.014, -1.522], [-1.528, 0.696, 1.495], [-0.819, 1.931, 0.212], [1.828, 2.114, -0.382], [2.540, -1.972, -0.351], [0.122, -1.626, 0.519]]
}



Entry 4:
{
  "formula": "C9H9NO5",
  "method": "ωB97M-V with the def2-TZVPD basis set",
  "e_above_lowest_kcal_mol": 51.3,
  "spin_multiplicity": 1,
  "e_tot_ev": -21204.37467,
  "homo_lumo_gap_ev": 6.18,
  "elements": ["C", "C", "N", "C", "C", "C", "C", "O", "O", "C", "C", "H", "H", "H", "H", "H", "H", "H", "H", "C", "O", "O", "O", "H"],
  "coordinates": [[3.644, 0.340, -0.494], [2.757, 0.680, 0.420], [1.341, 0.719, 0.188], [0.551, 0.158, 1.114], [-0.814, 0.156, 0.972], [-1.387, 0.741, -0.140], [-2.873, 0.739, -0.333], [-3.523, -0.253, -0.319], [-3.423, 1.989, -0.500], [-0.549, 1.324, -1.095], [0.802, 1.299, -0.904], [3.476, 0.363, -1.560], [4.622, 0.041, -0.153], [3.053, 0.926, 1.426], [1.014, -0.316, 1.964], [-1.428, -0.332, 1.712], [-3.295, 2.274, -1.413], [-0.955, 1.793, -1.976], [1.469, 1.736, -1.628], [-0.489, -2.784, 0.660], [-0.954, -2.441, 1.779], [-1.456, -3.245, -0.253], [0.672, -2.715, 0.248], [-2.256, -3.190, 0.284]]
}



Entry 5:
{
  "formula": "CH5N2P",
  "method": "ωB97M-V with the def2-TZVPD basis set",
  "s_squared": 2.012,
  "e_above_lowest_kcal_mol": 34.4,
  "spin_multiplicity": 3,
  "e_tot_ev": -13382.35870,
  "homo_lumo_gap_ev": [7.87, 7.98],
  "elements": ["C", "N", "N", "P", "H", "H", "H", "H", "H"],
  "coordinates": [[-0.476, -0.686, -1.096], [-0.378, -1.368, -0.072], [2.349, 1.385, 1.259], [0.886, 1.791, 1.393], [0.521, 0.817, 2.453], [-1.345, -0.589, -1.725], [0.446, -0.251, -1.411], [2.962, 1.896, 0.615], [-1.342, -1.777, 0.176]]
}



Entry 6:
{
  "formula": "C5H13NO3S",
  "method": "ωB97M-V with the def2-TZVPD basis set",
  "e_above_lowest_kcal_mol": 55.7,
  "spin_multiplicity": 1,
  "e_tot_ev": -23860.70717,
  "homo_lumo_gap_ev": 8.01,
  "elements": ["C", "C", "C", "C", "C", "N", "O", "O", "O", "S", "H", "H", "H", "H", "H", "H", "H", "H", "H", "H", "H", "H", "H"],
  "coordinates": [[-0.387, -1.684, -0.239], [0.672, 0.678, -1.807], [1.618, 1.431, 0.282], [-2.497, 0.004, 2.573], [-0.228, -0.231, 0.223], [1.047, 0.289, -0.441], [0.083, -0.324, 1.669], [-0.800, 1.962, 2.017], [-0.241, 0.490, 3.899], [-0.778, 0.635, 2.579], [-0.947, -1.728, -1.172], [-0.962, -2.223, 0.510], [0.563, -2.223, -0.374], [0.201, -0.161, -2.313], [-0.051, 1.488, -1.740], [1.545, 1.002, -2.374], [2.339, 1.952, -0.349], [0.803, 2.095, 0.572], [2.104, 1.085, 1.191], [-3.000, 0.477, 1.745], [-2.910, 0.300, 3.526], [-2.464, -1.070, 2.475], [1.765, -0.454, -0.500]]
}



For the records above, the corresponding max |F| values read 0.842; 4.525; 6.045; 0.851; 4.261; 1.480 eV/A.